(1)
116
Properties=species:S:1:pos:R:3 method="wB97M-V/def2-TZVPD" homo_lumo_gap_ev=9.920
C -4.14524 1.39962 0.44416
C -3.93770 -0.19230 0.59715
O -2.78674 -0.49028 1.43082
C -2.57380 -1.89531 1.51517
O -3.23832 -2.69364 0.79959
C -1.49335 -2.54356 2.51196
C 0.03285 -2.16628 2.09199
C 0.34906 -3.03196 0.78469
C 1.80673 -2.72257 0.13180
O 2.33090 -1.55568 0.82283
C 3.60293 -1.80637 1.45451
B 4.01789 -0.38178 2.18330
O 4.22072 0.73870 1.27859
O 4.20490 -0.22852 3.58636
P 5.01195 -2.22398 0.27284
O 4.88744 -3.57624 -0.42716
O 6.43279 -2.31401 1.24278
O 5.31651 -1.04989 -0.90711
C 1.69346 -2.28883 -1.43073
C 0.80248 -3.29374 -2.32143
O -0.48755 -2.66017 -2.51317
C -0.65124 -2.16537 -3.86101
O 1.01274 -0.98491 -1.39320
C 1.65586 -0.05434 -2.26634
S 0.92320 1.64008 -1.90883
O 1.98893 2.63535 -1.51100
O 0.21059 2.09843 -3.14578
C -0.27070 1.54699 -0.47368
F 0.33994 1.08179 0.69707
F -1.33306 0.71026 -0.89231
F -0.74596 2.83675 -0.21308
H -5.13294 1.54740 -0.10235
H -4.15557 1.89563 1.47682
H -3.32696 1.90490 -0.16361
H -3.86870 -0.60638 -0.46127
H -4.86015 -0.61930 1.11632
H -1.75313 -2.22131 3.57106
H -1.61608 -3.68170 2.44279
H 0.07506 -1.04143 1.94233
H 0.68312 -2.52714 2.97071
H 0.34667 -4.13405 1.12544
H -0.51161 -2.89307 0.05318
H 2.41598 -3.67365 0.27440
H 3.51132 -2.58802 2.29456
H 3.31690 1.07364 1.08137
H 4.31058 0.74865 3.70786
H 6.18309 -2.47427 2.17826
H 4.54107 -0.44428 -0.99832
H 2.76238 -2.14103 -1.79409
H 0.63820 -4.28533 -1.75345
H 1.36741 -3.44377 -3.30893
H 0.32204 -1.91296 -4.39494
H -1.30454 -2.89497 -4.45812
H -1.25085 -1.18322 -3.81109
H 1.49386 -0.35398 -3.36403
H 2.77880 0.05626 -2.10562
C -5.05087 3.85516 4.31377
Cl -5.22520 3.37185 2.62164
Cl -5.25272 2.47245 5.39685
H -4.05831 4.27715 4.46086
H -5.80751 4.60202 4.54826
C -1.96470 -6.52678 -0.98129
Cl -1.10871 -6.22167 -2.49475
Cl -0.86123 -6.42145 0.39395
H -2.74977 -5.78629 -0.86238
H -2.40072 -7.52402 -1.01338
C 2.80203 4.59954 0.82566
Cl 2.98911 6.14659 -0.00910
Cl 2.64769 4.83107 2.57234
H 1.90804 4.10302 0.45443
H 3.67616 3.98180 0.62640
C 2.17903 10.02834 0.22936
Cl 2.90318 11.27434 1.25369
Cl 0.66596 10.59268 -0.49234
H 2.87796 9.77592 -0.56369
H 1.97446 9.14733 0.83589
C 6.28742 7.17788 -1.89398
Cl 5.61680 8.63048 -2.64598
Cl 7.64220 6.53786 -2.83169
H 6.63635 7.42719 -0.89349
H 5.50869 6.41927 -1.83459
C 1.82710 3.04661 -5.65012
Cl 0.75477 4.08306 -6.59939
Cl 3.25406 2.57897 -6.58515
H 2.14768 3.58684 -4.76109
H 1.28534 2.14926 -5.35972
C 7.73367 -2.69048 4.56627
Cl 6.11150 -3.39476 4.63746
Cl 8.78689 -3.38559 5.80204
H 8.16219 -2.88754 3.58467
H 7.65960 -1.61641 4.72794
C 2.12890 7.43895 -3.77674
Cl 2.12697 8.29750 -2.23301
Cl 0.48603 7.21720 -4.38388
H 2.70108 8.01447 -4.50220
H 2.58866 6.46177 -3.63603
C -4.82422 -0.32434 8.65542
Cl -5.87869 0.73258 7.70922
Cl -3.40645 -0.81619 7.72157
H -4.49409 0.21012 9.54431
H -5.38252 -1.21282 8.94510
C -5.13524 -6.36087 -3.48572
Cl -4.39599 -5.10725 -2.48058
Cl -6.64680 -5.79405 -4.20492
H -4.44306 -6.62918 -4.28214
H -5.34267 -7.23323 -2.86808
C -8.52621 0.76256 4.87851
Cl -8.70020 0.28228 3.18627
Cl -8.72211 -0.62084 5.96097
H -7.53544 1.18771 5.02462
H -9.28554 1.50610 5.11471
C -4.59515 -9.07588 -6.74581
Cl -5.43829 -7.64820 -7.35611
Cl -3.85969 -8.75949 -5.16891
H -5.30823 -9.89209 -6.64540
H -3.81338 -9.35334 -7.45054



(2)
56
Properties=species:S:1:pos:R:3 method="wB97M-V/def2-TZVPD" total_charge=+1 relative_energy_ev=0.934 homo_lumo_gap_ev="8.278 / 5.803" multiplicity=5 s2=6.04
Ir -0.11938 -0.46318 0.15071
I -3.38777 -1.24641 -7.17712
C -2.79472 -0.87568 -5.19472
C -3.39930 0.14831 -4.47555
C -2.95808 0.40748 -3.20373
I -3.73333 1.98437 -2.06523
C -1.90219 -0.33139 -2.57795
O -1.51860 0.01774 -1.42667
C -1.33459 -1.39757 -3.34155
C -0.17766 -2.19451 -2.80903
N -0.13933 -2.36198 -1.35757
C 0.86144 -3.35465 -0.96745
C 1.48540 -3.04993 0.36431
C 1.96222 -4.08743 1.15419
C 2.56845 -3.79408 2.35971
C 2.70259 -2.46231 2.72415
C 2.23372 -1.48565 1.86761
N 1.62882 -1.76873 0.71175
C -1.77554 -1.63669 -4.62243
H -4.18833 0.73653 -4.91845
H 0.75241 -1.68625 -3.10227
H -0.18964 -3.17607 -3.30509
H -1.04806 -2.67482 -1.01222
H 1.66804 -3.35642 -1.71067
H 0.42905 -4.36118 -0.94028
H 1.84552 -5.10515 0.82285
H 2.93609 -4.58301 2.99543
H 3.16862 -2.19158 3.65651
H 2.34609 -0.43515 2.10084
H -1.32570 -2.43159 -5.19786
C 1.71643 4.05846 0.11160
N 0.70769 3.04560 0.32178
C 0.14478 2.43435 -0.84173
C 0.47198 2.46529 1.53268
N 0.11410 1.21057 1.59094
N 0.66985 3.23306 2.63458
C 0.32521 4.63990 2.67163
C 0.78992 2.62970 3.94226
H 2.35401 3.76289 -0.72374
H 2.33611 4.16937 0.99636
H 1.26601 5.02290 -0.13598
H 0.43577 2.98313 -1.73175
H -0.94209 2.40283 -0.76204
H 0.50420 1.37359 -0.94167
H -0.24696 0.91606 2.48998
H -0.09019 4.96321 1.72361
H 1.19901 5.24690 2.91472
H -0.42941 4.80793 3.44346
H 1.25072 1.64698 3.86615
H -0.17839 2.53685 4.44505
H 1.43309 3.27150 4.54581
F -2.38661 -0.61878 1.32593
B -2.15535 -1.95205 1.71136
F -0.74404 -1.93891 2.03979
F -2.25428 -2.73356 0.57887
F -2.88783 -2.36082 2.74816



(3)
10
Properties=species:S:1:pos:R:3 method="wB97M-V/def2-TZVPD" smiles=Clc1ccnnc1 relative_energy_ev=1.345 homo_lumo_gap_ev=9.774
Cl 2.32353 1.21623 -0.35106
C 0.74195 0.57907 -0.20809
C 0.67791 -0.52418 0.64600
C -0.62486 -1.16157 0.61297
N -1.62350 -0.66893 -0.08099
N -1.54468 0.47525 -0.77826
C -0.41390 1.09772 -0.81892
H 1.60346 -0.87397 1.19863
H -0.78951 -2.07915 1.23017
H -0.35040 1.93954 -1.45046



(4)
18
Properties=species:S:1:pos:R:3 method="wB97M-V/def2-TZVPD" total_charge=+1 relative_energy_ev=2.981 homo_lumo_gap_ev=9.648
C -1.51951 1.28505 1.32699
C -2.21829 -0.72999 0.53969
C -0.79406 1.58274 0.24441
C -0.73460 0.60236 -0.79539
N -2.22822 0.14889 1.46616
N -1.52238 -0.54126 -0.53552
N -0.27145 0.81281 -1.99047
N 1.89568 -0.70912 0.79116
O 0.99956 -0.63466 -0.17945
H -1.61322 1.96897 2.07622
H -2.80513 -1.73811 0.70178
H -0.40007 2.59375 0.23746
H 1.51718 -1.10585 1.64635
H -1.62658 -1.31941 -1.30884
H 0.22491 1.65041 -2.24528
H -0.05988 0.04680 -2.67872
H 2.76477 -1.29057 0.53481
H 2.23015 0.19451 1.11912



(5)
171
Properties=species:S:1:pos:R:3 method="wB97M-V/def2-TZVPD" total_charge=+1 homo_lumo_gap_ev=2.867
Be -6.77642 -1.36607 1.21055
C 0.16930 -0.72302 -0.93079
C -0.39773 0.18067 0.13319
C 0.53584 1.43957 0.41733
C 0.61652 2.63716 -0.54160
C -0.83909 3.08201 -0.89532
C -1.81313 1.90740 -1.22749
N -1.70551 0.72757 -0.32546
O -2.79809 -0.29879 -0.45528
C -1.56249 1.43578 -2.69773
C -3.20611 2.58388 -1.16424
C -0.49712 -0.63840 1.42099
H -0.40510 -1.54380 -1.36030
H 1.07297 -1.18471 -0.53289
H 0.42494 -0.08527 -1.77697
H 1.57632 1.13285 0.52427
H 0.20285 1.95946 1.31562
H 1.03277 2.45462 -1.53231
H 1.22911 3.44354 -0.13839
H -0.66473 3.62789 -1.82253
H -1.26622 3.72539 -0.12608
H -0.57416 1.33549 -3.14633
H -2.18728 1.95167 -3.42683
H -1.91165 0.41345 -2.84275
H -4.04412 1.89564 -1.27458
H -3.24514 3.35619 -1.93244
H -3.42127 3.15587 -0.26167
H -1.02297 -0.15132 2.24216
H 0.48806 -0.97103 1.74791
H -1.16323 -1.49893 1.35856
C -1.66178 -5.07709 -4.90216
C -2.40261 -3.82237 -4.73506
O -2.94516 -3.79098 -3.43258
H -1.56530 -5.42908 -5.92924
H -2.18343 -5.88868 -4.39492
H -0.69827 -4.88570 -4.42982
H -3.25229 -3.78582 -5.41684
H -1.78210 -2.93507 -4.86063
H -2.54554 -3.11236 -2.88359
C 6.33975 4.10392 1.93610
C 5.21880 3.68878 2.88314
O 5.59052 4.20440 4.14911
H 6.19502 5.17341 1.78333
H 6.25084 3.46094 1.06044
H 7.36160 3.92631 2.27132
H 5.14973 2.60174 2.84216
H 4.29257 4.11873 2.50189
H 5.16003 3.80646 4.90932
C 0.90598 -0.92988 -7.93847
C 0.79266 -0.45019 -9.39015
O -0.38300 -1.08233 -9.77257
H 1.71742 -0.42006 -7.41909
H 1.12136 -1.99668 -7.87793
H 0.02697 -0.61163 -7.37798
H 1.70672 -0.74986 -9.90279
H 0.68620 0.62488 -9.53509
H -0.70598 -0.64360 -10.56300
C -6.35040 0.60395 -5.61524
C -6.69810 -0.70938 -6.46268
O -7.63927 -1.56972 -5.87887
H -7.22650 1.19945 -5.35849
H -5.77796 1.27579 -6.25480
H -5.91328 0.32113 -4.65761
H -5.80755 -1.24327 -6.79432
H -7.16399 -0.44930 -7.41317
H -7.50792 -2.35503 -6.41519
C 5.49457 6.01549 -2.88284
C 6.81425 5.75807 -3.57164
O 6.91998 4.46354 -3.94186
H 5.35130 5.46529 -1.95287
H 4.66686 5.71808 -3.52671
H 5.31178 7.07854 -2.72598
H 7.65820 6.01225 -2.93037
H 6.89623 6.37746 -4.46480
H 7.55452 4.59687 -4.64980
C 5.20782 -0.86602 -3.73436
C 5.33715 0.13184 -2.57775
O 6.64194 0.65400 -2.51957
H 5.90585 -1.70053 -3.66766
H 5.14294 -0.43449 -4.73320
H 4.18832 -1.25163 -3.72952
H 5.17975 -0.19130 -1.54872
H 4.60643 0.93205 -2.69527
H 6.65488 1.44854 -3.05821
C -3.50310 -6.18612 6.95877
C -2.68888 -5.07252 6.31087
O -3.29994 -3.83085 6.68439
H -3.16490 -7.18833 6.69553
H -4.57135 -6.25954 6.75496
H -3.40500 -6.00147 8.02853
H -2.57058 -5.19628 5.23440
H -1.67407 -5.18521 6.69239
H -3.67047 -3.86904 7.56917
O -4.90634 1.37978 2.75497
H -4.85608 2.27163 3.09895
H -4.23000 1.34499 2.07852
O -4.82659 -3.45915 3.22435
H -4.55002 -4.28477 2.82675
H -4.47193 -3.49001 4.11288
C 4.94230 -5.84930 7.05790
C 4.77458 -4.37720 6.83571
C 3.37417 -3.80870 6.50808
O 5.22291 -3.83999 7.99163
H 5.92173 -6.10038 7.46504
H 4.86976 -6.47018 6.16495
H 4.13608 -6.20504 7.69942
H 5.52423 -3.92358 6.18736
H 3.06601 -4.00635 5.48140
H 3.39798 -2.72430 6.61578
H 2.60978 -4.02400 7.25471
H 6.16982 -3.95142 7.87959
C 0.91043 1.56738 7.10965
C 1.54176 2.96337 7.31435
C 1.04203 3.58695 8.59330
O 2.92731 2.73267 7.42680
H 1.09009 0.97748 8.00844
H 1.34164 1.09813 6.22536
H -0.16938 1.59445 6.96344
H 1.31971 3.63039 6.48135
H 1.37965 3.08664 9.50093
H -0.03235 3.72846 8.47578
H 1.40694 4.61322 8.63476
H 3.01901 2.13263 8.17053
C -1.83051 -6.60835 0.37517
C -3.37280 -6.74803 0.48628
C -3.99334 -7.48308 -0.72952
O -3.76351 -7.28170 1.75086
H -1.62578 -5.87518 -0.40499
H -1.20646 -7.49879 0.29909
H -1.40894 -6.14556 1.26747
H -3.64248 -5.69198 0.47507
H -5.00694 -7.81010 -0.49765
H -3.50638 -8.43455 -0.94325
H -4.10849 -6.92330 -1.65768
H -3.54647 -8.21640 1.77983
C -2.81666 6.33501 4.35404
C -3.40261 5.87164 5.67980
C -3.93560 6.94737 6.61164
O -4.54529 5.10614 5.24802
H -1.84555 6.82530 4.42239
H -3.56743 6.84185 3.74776
H -2.65970 5.49826 3.67337
H -2.74699 5.17968 6.20842
H -4.17122 6.70495 7.64789
H -4.84975 7.42346 6.25699
H -3.14968 7.69951 6.68044
H -5.28416 5.21279 5.85160
C -4.08176 6.34287 -10.50272
C -4.43579 5.74294 -9.13689
C -3.23990 5.02316 -8.41194
O -4.91458 6.77383 -8.30706
H -3.26276 7.04957 -10.36892
H -4.88491 6.92305 -10.95706
H -3.83679 5.56937 -11.23060
H -5.22547 4.99650 -9.22243
H -2.46292 5.75196 -8.18121
H -2.85414 4.28145 -9.11134
H -3.53965 4.48525 -7.51256
H -4.13000 7.29656 -8.12597
C 3.88830 -5.10532 1.43831
C 5.23598 -4.72011 0.89836
C 5.81250 -3.44913 1.50609
O 6.15682 -5.72153 1.11256
H 3.31437 -5.84187 0.87600
H 3.13413 -4.34627 1.64608
H 4.09438 -5.62310 2.37508
H 5.13279 -4.52571 -0.16918
H 6.23025 -3.60649 2.50048
H 5.11857 -2.61826 1.63345
H 6.62285 -2.95172 0.97315
H 7.03164 -5.42443 0.85174



(6)
15
Properties=species:S:1:pos:R:3 method="wB97M-V/def2-TZVPD" smiles="O=[N+]([O-])[C@H]1C=NC=C(Cl)C1" relative_energy_ev=5.173 homo_lumo_gap_ev=8.892
O -1.81227 1.07419 -1.99327
N -0.79247 0.88059 -1.37386
O 0.32678 0.99171 -1.80745
C -1.01024 0.36810 0.00588
C -0.99202 -1.14863 -0.16044
N 0.01424 -1.85579 -0.08092
C 1.24130 -1.29374 0.14874
C 1.39623 -0.02386 0.51182
Cl 2.90309 0.69481 0.83103
C 0.19244 0.74315 0.91984
H -1.99270 0.88167 0.46331
H -2.03414 -1.63496 -0.36303
H 2.19715 -1.99095 0.04338
H 0.29190 1.78606 0.78214
H 0.07071 0.52763 2.07283



(7)
69
Properties=species:S:1:pos:R:3 method="wB97M-V/def2-TZVPD" total_charge=+1 homo_lumo_gap_ev=8.969
O -0.43486 -0.82313 1.48140
S -0.75069 -0.23100 0.21091
O -0.59430 1.17834 0.00552
C -2.50204 -0.55579 -0.10985
C -2.92122 -0.68894 -1.57016
C -4.32599 -1.28601 -1.78825
C -4.73574 -2.34735 -0.75006
C -3.51495 -2.86468 -0.01844
N -2.98129 -1.69525 0.75964
C 0.36557 -0.97358 -1.10926
F 0.04259 -0.39484 -2.26593
F 1.57080 -0.55342 -0.70455
C 0.46227 -2.52030 -1.31804
F 1.54720 -2.71280 -2.09354
F -0.63543 -2.94973 -1.98114
C 0.64763 -3.41664 -0.05691
F -0.52452 -3.51629 0.60220
F 0.99240 -4.61978 -0.44898
F 1.55646 -2.92759 0.74990
H -2.94716 0.35305 0.30183
H -2.22238 -1.26560 -2.15908
H -2.90167 0.32380 -1.97417
H -5.08209 -0.50942 -1.88296
H -4.27280 -1.78097 -2.75847
H -5.28386 -3.16369 -1.21333
H -5.40241 -1.90622 0.00026
H -2.74968 -3.26248 -0.67443
H -3.77040 -3.64452 0.70015
H -3.77065 -1.34573 1.30518
H -2.25928 -1.96392 1.44009
C 0.49777 0.13075 4.22900
C 0.42536 0.58323 5.66352
C 1.38208 1.69836 6.02458
O 1.62797 1.44704 7.41327
C 1.43666 0.12613 7.64142
O 1.72950 -0.44712 8.63528
O 0.85085 -0.45568 6.55744
H -0.20760 -0.67674 4.04415
H 0.26829 0.95712 3.55626
H 1.49728 -0.24371 4.00342
H -0.60009 0.85282 5.93502
H 0.96612 2.69316 5.89028
H 2.32497 1.62453 5.47789
C 4.17552 1.19483 1.45054
C 4.01270 2.65722 1.77734
C 5.27589 3.48941 1.66752
O 5.05657 4.50846 2.64909
C 4.22290 4.01328 3.59125
O 3.97972 4.52461 4.63170
O 3.69060 2.83486 3.17031
H 3.23087 0.66274 1.56818
H 4.52199 1.06617 0.42486
H 4.89838 0.74083 2.12891
H 3.20533 3.10271 1.18893
H 5.42232 3.94085 0.69017
H 6.16619 2.92133 1.94700
C -1.04937 2.18352 -7.16654
C -0.67228 1.00754 -6.30646
C -0.46126 -0.30341 -7.03807
O -0.84268 -1.27201 -6.04088
C -1.71076 -0.68158 -5.20921
O -2.36244 -1.26046 -4.38825
O -1.75502 0.64406 -5.41051
H -1.19308 3.07615 -6.56003
H -0.26167 2.38272 -7.89241
H -1.98031 1.98550 -7.69801
H 0.19411 1.24349 -5.68343
H 0.56440 -0.47650 -7.34895
H -1.12927 -0.41171 -7.89413



Number 1: molecular weight 1523.4 g/mol, E_tot -13993.37389 Eh. Number 2: molecular weight 859.3 g/mol, E_tot -2173.26921 Eh. Number 3: molecular weight 114.5 g/mol, E_tot -723.87526 Eh. Number 4: molecular weight 129.1 g/mol, E_tot -451.74621 Eh. Number 5: molecular weight 884.3 g/mol, E_tot -2901.87832 Eh. Number 6: molecular weight 160.6 g/mol, E_tot -913.55402 Eh. Number 7: molecular weight 624.5 g/mol, E_tot -2758.92746 Eh.